Entry 1:
C22H41N3O3 | ωB97M-V/def2-TZVPD

```
69
Properties=species:S:1:pos:R:3:forces:R:3:mulliken_charge:R:1
H -3.4112 3.2836 1.9757 -0.02 0.03 -0.12 0.20
N -3.2184 2.3453 2.3168 0.12 -0.17 -0.02 -0.36
C -2.8094 2.3955 3.5080 -0.18 0.36 -0.12 -0.09
C -2.4657 1.1526 4.2788 0.16 -0.03 0.43 -0.35
O -1.5750 0.2735 3.5834 -0.87 -0.01 -0.55 -0.32
C -0.5636 0.8906 2.9749 0.22 -0.16 -0.35 0.59
O 0.0397 1.8123 3.4274 0.33 0.73 0.44 -0.55
O -0.3129 0.3430 1.7764 -0.06 -0.72 0.40 -0.10
C 1.0228 -0.1770 1.6374 0.30 -0.02 -0.29 -1.15
C 1.2903 -0.3521 0.1745 0.13 0.26 0.21 0.83
C 1.0959 -1.5776 -0.4505 0.16 0.19 -0.41 -0.51
C 1.3165 -1.7029 -1.8186 -0.02 0.19 -0.12 -0.51
C 1.7253 -0.6037 -2.5658 -0.02 0.13 0.55 -0.54
C 1.9308 0.6139 -1.9228 -0.06 0.24 -0.02 -0.57
C 1.7160 0.7574 -0.5577 -0.13 -0.81 -0.47 -0.50
H -2.7178 3.3409 4.0416 0.06 0.03 0.21 0.34
H -2.0571 1.4272 5.2476 0.18 -0.02 0.08 0.28
H -3.3756 0.5838 4.4392 -0.06 -0.19 0.00 0.30
H 1.7440 0.5037 2.0831 -0.05 0.26 0.02 0.44
H 1.1036 -1.1244 2.1698 -0.20 -0.14 0.02 0.43
H 0.7734 -2.4440 0.1061 -0.06 -0.02 0.20 0.40
H 1.1471 -2.6486 -2.3121 0.01 -0.11 0.02 0.41
H 1.8851 -0.6753 -3.6299 0.02 -0.10 -0.11 0.46
H 2.2445 1.4768 -2.4941 0.06 0.03 -0.09 0.37
H 1.8787 1.7062 -0.0725 -0.01 0.13 0.11 0.53
C 9.2509 0.7933 -2.4780 0.02 -0.03 0.00 -1.44
C 8.1094 0.8501 -1.4732 0.10 -0.10 -0.07 -0.33
N 6.9464 1.5548 -1.9757 -0.12 0.15 0.01 0.15
C 5.9797 1.8902 -0.9463 -0.04 0.09 0.21 -0.85
C 5.2782 0.7380 -0.2194 -0.08 0.03 0.03 -0.57
C 6.3939 1.0522 -3.2212 0.08 -0.09 -0.25 -0.70
C 5.9599 -0.4186 -3.2772 -0.11 0.02 -0.05 -0.76
H 9.4992 1.7922 -2.8390 -0.04 0.01 -0.01 0.33
H 10.1389 0.3729 -2.0044 -0.01 -0.01 0.00 0.44
H 9.0115 0.1649 -3.3368 0.00 0.01 -0.01 0.29
H 8.4639 1.3825 -0.5866 -0.11 0.03 0.04 0.45
H 7.8739 -0.1752 -1.1460 0.04 0.00 0.02 0.26
H 5.2226 2.5469 -1.3848 0.01 -0.04 -0.09 0.33
H 6.4931 2.5044 -0.1991 0.09 -0.04 -0.03 0.40
H 4.5413 0.2490 -0.8534 0.04 -0.07 0.01 -0.09
H 4.7430 1.1265 0.6505 0.00 0.01 0.00 0.33
H 5.9832 -0.0119 0.1416 0.03 0.01 -0.02 0.36
H 7.1343 1.2164 -4.0090 0.05 -0.01 0.05 0.36
H 5.5483 1.6863 -3.4995 -0.03 0.03 0.12 0.33
H 6.7160 -1.0862 -2.8617 0.02 0.02 0.01 0.24
H 5.8032 -0.7128 -4.3173 0.01 0.01 0.00 0.39
H 5.0218 -0.5925 -2.7510 0.04 -0.03 0.06 0.09
C -8.1379 -2.4563 2.3722 -0.02 0.02 0.02 -1.45
C -6.9285 -1.6193 1.9804 -0.15 0.01 0.05 -0.26
N -6.3708 -1.9936 0.6965 0.16 -0.06 -0.06 0.12
C -5.0517 -1.4330 0.4519 0.20 0.04 0.05 -0.79
C -4.9178 0.0895 0.3456 0.05 -0.06 -0.16 -0.84
C -7.2946 -1.9620 -0.4225 -0.25 -0.08 -0.06 -0.72
C -8.0193 -0.6434 -0.7229 0.00 -0.01 -0.12 -0.94
H -7.9059 -3.5207 2.3191 0.01 0.00 -0.04 0.34
H -8.4323 -2.2236 3.3966 0.00 0.01 0.00 0.44
H -8.9994 -2.2580 1.7332 0.00 -0.01 0.00 0.29
H -6.1528 -1.7695 2.7362 0.09 0.04 -0.07 0.40
H -7.2049 -0.5535 2.0272 0.00 0.00 0.05 0.25
H -4.6454 -1.8901 -0.4548 -0.10 -0.02 -0.04 0.32
H -4.3982 -1.7737 1.2618 -0.07 0.00 0.06 0.41
H -5.3229 0.4692 -0.5928 -0.07 0.00 0.03 0.21
H -3.8641 0.3668 0.3771 0.00 0.01 0.06 0.37
H -5.4079 0.6049 1.1712 0.00 0.00 0.01 0.24
H -8.0530 -2.7323 -0.2560 0.01 0.02 0.07 0.39
H -6.7588 -2.2895 -1.3166 0.11 0.05 0.04 0.34
H -8.4426 -0.1932 0.1760 0.01 -0.01 0.02 0.24
H -8.8453 -0.8301 -1.4127 0.00 -0.02 0.01 0.37
H -7.3656 0.0871 -1.1967 0.02 0.04 0.08 0.26
```
Forces are in eV/Å.

Computed properties:
- SMILES string = [H]/N=C/COC(=O)OCc1ccccc1.CCN(CC)CC.CCN(CC)CC
- HOMO level (eV) = -7.892
- orbital gap (eV) = 8.638
- total energy (eV) = -34090.4781
- ΔE to the lowest compared entry with this formula, charge and spin (eV) = 0.0000

---

Entry 2:
C22H41N5O9P2 | ωB97M-V/def2-TZVPD

```
79
Properties=species:S:1:pos:R:3:forces:R:3:mulliken_charge:R:1
C 2.4526 -2.2465 2.7820 -0.28 1.15 -0.16 -0.98
C 1.2266 -1.3389 2.2910 0.61 -0.70 1.83 -0.04
O 0.5877 -1.8782 1.1324 0.22 1.19 0.02 -0.39
C 0.0595 -0.8659 0.2704 -0.31 -0.10 -0.99 -0.81
C -1.4250 -0.4298 0.6427 0.63 -0.20 -0.29 -0.87
C -1.9229 0.8624 -0.1511 0.21 -0.77 -1.44 2.33
C -1.9875 0.3941 -1.6627 0.92 0.55 2.23 -0.83
N -1.8924 0.0357 -2.7496 0.10 -0.45 0.43 -0.64
C -0.9137 2.0824 -0.1412 -0.86 0.99 -0.05 -1.97
C -0.7528 2.8465 1.2386 0.84 1.61 -0.54 0.73
N 0.4249 3.7744 1.0396 -0.38 -0.70 -0.32 -0.76
N -0.4003 2.0191 2.3971 -0.51 0.13 -0.64 -0.61
N -1.9228 3.7461 1.5141 0.07 -1.29 0.09 -0.49
C -3.4453 1.2784 0.2291 -1.33 -1.02 -0.92 0.61
C -4.3988 0.6902 -0.8834 1.37 1.09 1.72 -0.14
N -5.0798 0.2866 -1.7136 -0.12 -0.03 0.03 -0.54
C -3.9468 0.6633 1.5775 -1.41 -1.19 3.01 0.04
C -3.8671 1.3635 2.8911 -0.62 -1.71 -0.24 -0.10
C -4.3383 0.7624 4.1577 -0.07 -1.17 -1.71 -0.56
C -4.9399 -0.5799 4.2040 1.13 1.53 -3.04 -0.52
C -5.0730 -1.2862 2.8954 0.93 2.08 0.82 -0.72
C -4.5876 -0.6863 1.6263 0.00 0.66 1.98 -0.22
H 2.3104 -3.3178 2.4805 0.27 1.05 0.43 0.31
H 2.5373 -2.1116 3.9035 -0.18 -0.49 -1.24 0.33
H 3.4093 -1.7986 2.3704 -1.05 -0.87 0.22 0.11
H 0.4999 -1.3056 3.1661 0.55 0.09 -1.09 0.21
H 1.6465 -0.3014 2.1642 -0.59 -0.81 -0.31 0.19
H 0.0271 -1.3076 -0.7685 0.12 0.41 1.06 0.28
H 0.7954 -0.0149 0.2329 -0.80 -0.56 0.12 0.51
H -2.0971 -1.2713 0.3185 0.59 0.73 0.64 0.49
H -1.4564 -0.3131 1.7566 -0.36 0.02 -1.11 0.20
H -1.3359 2.8460 -0.8732 0.46 -0.84 0.76 0.69
H 0.1123 1.8355 -0.5291 -1.11 -0.10 0.49 0.37
H 0.2700 4.2622 0.1513 0.19 -0.11 0.31 0.29
H 0.3448 4.4871 1.7717 0.25 -0.37 -0.23 0.33
H -1.2130 1.5637 2.8205 0.22 0.14 -0.36 0.35
H 0.2391 1.2940 2.0499 -0.30 0.43 0.51 -0.12
H -1.8542 4.5442 0.8712 -0.08 -0.44 0.55 0.33
H -1.8263 4.0744 2.4792 -0.01 0.09 -0.44 0.31
H -3.5966 2.3968 0.1558 0.38 -1.31 0.44 0.51
H -3.4350 2.3915 2.9535 -0.48 -1.07 -0.28 0.42
H -4.2044 1.3561 5.1015 -0.21 -0.68 -1.12 0.34
H -5.2633 -1.0120 5.1788 0.23 0.30 -1.12 0.36
H -5.5627 -2.2960 2.9381 0.66 1.16 -0.47 0.32
H -4.7450 -1.3148 0.7070 0.28 0.97 0.94 0.32
C 0.7106 5.8724 -5.1634 0.22 0.19 -0.04 -0.73
O -0.2983 5.6126 -6.1458 1.24 -2.24 2.38 -0.34
P -1.5169 4.5209 -5.6443 -6.62 3.16 -5.78 1.06
O -1.9963 4.2640 -7.0497 1.30 -0.47 0.62 -0.66
O -2.3814 5.7209 -4.9404 0.28 -0.66 0.81 -0.29
C -2.4639 7.0044 -5.5458 0.30 0.35 -0.01 -0.66
O -2.5684 3.3849 -4.9331 3.39 0.45 1.55 -0.29
C -1.9038 2.3270 -4.2233 -0.24 0.03 -0.15 -0.71
H 1.3462 6.6807 -5.5248 -0.07 -0.07 -0.04 0.24
H 0.2586 6.1755 -4.2155 0.04 0.06 0.09 0.34
H 1.3202 4.9768 -5.0112 0.11 0.18 0.05 0.30
H -2.3711 6.9597 -6.6323 0.04 -0.15 0.09 0.33
H -1.6849 7.6508 -5.1348 -0.01 0.06 -0.14 0.24
H -3.4303 7.4401 -5.2957 -0.05 -0.22 0.13 0.27
H -1.3193 2.7409 -3.3968 -0.02 -0.19 0.12 0.25
H -1.2468 1.7754 -4.9011 -0.02 -0.13 0.12 0.38
H -2.6507 1.6528 -3.8260 -0.10 0.28 -0.29 0.29
C 7.2337 -7.8089 1.5716 0.20 -0.25 -0.01 -0.76
O 6.0134 -7.6012 2.2936 2.19 2.53 -1.11 -0.31
P 5.1692 -6.1754 1.8717 -8.35 -3.35 2.52 0.94
O 4.3165 -6.2001 3.1147 1.46 0.42 -0.08 -0.64
O 4.4131 -6.9198 0.6276 0.61 0.88 -0.40 -0.29
C 3.9743 -8.2672 0.7481 0.23 -0.44 -0.03 -0.66
O 4.5488 -4.6865 1.3181 3.46 -0.46 -0.73 -0.13
C 5.5302 -3.6530 1.1781 0.06 0.26 -0.05 -0.85
H 7.6106 -8.8038 1.8076 -0.08 0.07 0.05 0.24
H 7.0620 -7.7426 0.4946 0.05 -0.04 -0.08 0.35
H 7.9750 -7.0633 1.8730 0.09 -0.19 -0.07 0.30
H 3.7309 -8.5360 1.7775 0.09 0.16 -0.02 0.33
H 4.7474 -8.9365 0.3644 -0.06 -0.08 0.11 0.24
H 3.0837 -8.3937 0.1343 0.03 0.26 -0.06 0.27
H 6.2816 -3.9457 0.4409 0.03 0.24 -0.04 0.37
H 6.0113 -3.4614 2.1417 0.03 0.13 -0.04 0.39
H 5.0351 -2.7446 0.8389 -0.05 -0.12 0.02 0.21
```
Forces are in eV/Å.

Computed properties:
- SMILES string = CCOCC[C@](C#N)(CC(N)(N)N)[C@@H](C#N)c1ccccc1.COP(=O)(OC)OC.COP(=O)(OC)OC
- HOMO level (eV) = -9.423
- orbital gap (eV) = 7.206
- total energy (eV) = -67927.1235

---

Entry 3:
C22H42AlBrCl2F2IMgN4O15S2 | ωB97M-V/def2-TZVPD

```
93
Properties=species:S:1:pos:R:3:forces:R:3:mulliken_charge:R:1
O -3.9176 -8.0398 -6.0630 1.52 -1.01 -1.95 -0.25
N -2.8430 -8.2518 -6.4619 -3.04 2.56 -0.07 0.29
O -2.2357 -9.2965 -5.6608 2.13 -1.87 1.82 -0.24
C -1.3321 -8.7249 -4.7973 -0.38 -1.48 -2.68 0.00
Br -0.1688 -10.1627 -4.1433 -0.61 0.37 0.30 -0.01
I -0.1345 -7.2747 -5.8882 0.29 0.02 0.23 0.34
O -2.1889 -8.1496 -3.8120 2.25 0.54 2.87 -0.11
C -1.4872 -7.3364 -2.9038 1.52 3.18 -0.27 0.54
O -0.8537 -7.8119 -1.9384 -1.94 -0.73 -1.19 -0.64
C -1.5454 -5.8252 -3.0582 0.02 -0.10 -1.70 -0.56
C -0.2468 -5.0966 -2.6368 -0.15 0.80 -1.20 0.53
O 0.3767 -5.3138 -1.6719 0.43 -0.67 1.95 -0.39
O 0.1598 -4.0847 -3.4778 -0.59 -1.22 -0.23 -0.40
H -2.4417 -5.4073 -2.5499 0.43 -0.39 -0.04 0.45
H -1.7116 -5.6154 -4.1335 -0.34 -0.13 0.66 0.39
H 0.1935 -4.4942 -4.3601 -0.16 0.61 -0.15 0.25
C -1.8865 -1.2845 -0.7159 -0.15 0.13 -0.14 -1.19
C -1.1463 -0.9943 -2.0168 0.14 -0.18 0.18 -0.25
C 0.3736 -0.9407 -1.8481 -0.03 0.08 -0.21 -0.39
C 0.8896 0.1601 -0.9194 -0.23 -0.36 -0.01 -1.11
C 0.4852 1.5794 -1.3034 0.49 0.20 -0.04 0.53
C 1.0346 2.0060 -2.6698 -0.07 -0.77 0.50 -1.01
H -1.7235 -0.5008 0.0257 0.00 -0.08 0.06 0.30
H -2.9612 -1.3475 -0.8972 0.02 -0.01 0.08 0.47
H -1.5608 -2.2356 -0.2882 0.04 0.06 0.05 0.19
H -1.5190 -0.0585 -2.4518 -0.03 0.00 -0.05 0.08
H -1.3850 -1.7817 -2.7372 0.02 0.11 -0.09 0.34
H 0.8320 -0.8291 -2.8368 0.04 -0.07 0.02 0.33
H 0.7216 -1.9045 -1.4655 0.01 0.03 -0.02 0.33
H 1.9806 0.1015 -0.8874 -0.02 0.13 0.01 0.44
H 0.5507 -0.0330 0.1007 0.00 0.09 -0.02 0.22
H 0.8645 2.2667 -0.5479 -0.09 -0.01 -0.04 -0.17
H -0.6176 1.6798 -1.2824 -0.11 -0.20 0.34 0.28
H 2.1205 1.9503 -2.6823 -0.04 0.28 -0.13 0.40
H 0.7561 3.0524 -2.8937 1.58 0.24 -0.07 0.54
H 0.6427 1.3750 -3.4828 0.08 0.04 -0.13 0.25
C -0.6649 -6.8147 1.1003 0.01 -0.16 -0.04 -0.49
N -1.5510 -6.1796 2.1103 -0.19 0.05 0.03 1.01
O -2.6930 -5.9265 1.7646 0.08 -0.09 -0.03 -0.57
O -1.0736 -5.9645 3.1959 -0.03 -0.03 -0.05 -0.53
H -1.2379 -6.9386 0.1849 0.09 0.22 0.13 -0.07
H 0.1851 -6.1576 0.9371 0.01 -0.09 -0.02 0.33
H -0.3464 -7.7758 1.5001 0.12 0.11 0.10 0.34
C -1.0615 -1.8803 3.0313 0.17 0.00 -0.01 -1.06
C -0.8924 -2.6731 4.3225 -0.07 -0.06 -0.06 -0.43
C -2.1800 -2.7822 5.1379 0.01 -0.05 0.08 -0.71
C -2.7495 -1.4521 5.6357 0.02 0.07 -0.10 -0.76
C -1.8000 -0.6208 6.4982 -0.11 -0.05 0.09 -0.36
C -1.3968 -1.3154 7.7942 0.11 0.09 -0.03 -1.20
H -1.3465 -0.8450 3.2271 -0.02 -0.02 -0.04 0.32
H -0.1216 -1.8636 2.4724 -0.04 0.04 -0.04 0.38
H -1.8255 -2.3333 2.3926 -0.04 0.04 0.03 0.26
H -0.0949 -2.2289 4.9239 -0.03 0.01 0.02 0.36
H -0.5583 -3.6830 4.0698 0.02 0.04 0.07 0.27
H -1.9999 -3.4439 5.9900 -0.01 0.02 -0.01 0.35
H -2.9435 -3.2797 4.5296 0.03 -0.01 -0.01 0.33
H -3.6596 -1.6594 6.2077 0.02 0.01 0.00 0.39
H -3.0662 -0.8480 4.7795 -0.01 -0.02 0.01 0.31
H -2.2967 0.3207 6.7479 0.03 0.01 -0.05 0.38
H -0.9041 -0.3525 5.9309 -0.02 0.00 -0.02 0.22
H -2.2755 -1.5553 8.3971 0.02 -0.04 -0.02 0.29
H -0.7506 -0.6654 8.3866 -0.02 -0.06 0.03 0.38
H -0.8476 -2.2396 7.6040 -0.03 0.00 0.03 0.28
Mg -2.4590 -8.9184 -1.7171 -1.26 -0.69 -0.57 1.20
Cl -4.5222 -6.9520 -3.9113 -0.30 0.28 2.06 -0.42
N 0.5800 5.9310 1.5777 0.41 -0.26 -0.51 -0.33
S 1.0488 4.7638 0.6412 -0.34 -1.66 -1.05 1.11
O 1.7047 3.6536 1.2593 0.11 0.39 0.10 -0.61
O 1.5016 5.1149 -0.6806 -0.06 0.29 0.16 -0.50
F -0.3831 4.1166 0.3045 -0.39 0.50 0.16 -0.29
S 1.7936 6.7578 2.1682 2.03 1.80 2.11 1.17
O 1.4207 7.5973 3.2552 -0.98 -0.36 -0.48 -0.58
O 2.7148 7.3231 1.2309 -0.62 -0.55 -0.64 -0.46
F 2.6651 5.6513 2.8995 -0.26 -0.27 -0.33 -0.26
Cl -2.6638 -8.2434 -8.8790 0.11 -0.09 0.06 -0.15
C 4.6296 10.8554 0.3327 0.01 -0.05 0.00 -1.02
C 3.7571 11.5050 -0.7359 0.30 -0.11 0.04 -0.40
C 2.5494 12.2433 -0.1510 -0.04 -0.45 0.01 -0.40
C 1.6885 11.3007 0.5926 0.95 1.44 -0.90 0.22
N 1.0261 10.5746 1.1621 -0.92 -1.04 0.72 -0.37
H 4.0818 10.0922 0.8887 -0.03 0.05 0.00 0.24
H 5.4909 10.3672 -0.1254 0.00 0.04 0.03 0.31
H 4.9991 11.5995 1.0426 0.00 -0.03 -0.01 0.31
H 3.4166 10.7353 -1.4327 -0.07 0.08 -0.01 0.28
H 4.3612 12.2124 -1.3092 -0.12 0.04 -0.02 0.30
H 1.9638 12.7010 -0.9495 -0.07 0.01 0.09 0.27
H 2.8748 13.0351 0.5259 -0.05 -0.03 0.03 0.27
Al -1.0304 3.0035 -2.9561 -1.46 0.29 0.01 0.36
C 4.1014 4.4878 -3.9179 -1.52 -0.50 0.08 0.78
O 4.6329 5.4007 -3.2525 0.97 -0.23 -0.64 -0.39
O 2.8013 4.2505 -3.5763 1.02 0.83 0.31 -0.33
O 4.5991 3.8027 -4.8122 0.66 0.36 0.11 -0.41
H 2.7869 4.9476 -2.8760 -1.18 -0.34 0.33 0.28
```
Forces are in eV/Å.

Computed properties:
- HOMO level (eV) = -10.303
- orbital gap (eV) = 0.908
- total energy (eV) = -202476.5057
- net charge = +1

---

Question: Look up the total energy of the third one.
Answer: -202476.5057 eV